C21H22NO5S | ωB97M-V/def2-TZVPD

## Properties
E_tot, eV: -44696.4697
Charge: -1
E_HOMO, eV: -3.448
LUMO level, eV: 2.16

Positions of all 50 atoms, in Å:
S  -2.520  -2.011  0.917
O  -2.482  -3.017  -0.112
O  3.735  1.489  -0.502
O  0.784  -1.406  -1.074
O  -3.689  -1.831  1.744
O  2.970  2.660  -2.182
N  -2.108  -0.492  0.242
C  -2.127  3.683  -0.062
C  2.012  1.409  -4.071
C  1.383  0.384  -3.141
C  -4.132  3.501  -1.416
C  2.921  1.530  -1.445
C  -2.030  2.290  -0.028
C  -3.147  4.292  -0.807
C  -1.142  -2.333  2.019
C  1.152  -3.023  2.354
C  -2.633  0.050  -0.804
C  2.277  2.761  -3.448
C  0.113  -2.651  1.511
C  2.687  -0.779  0.271
C  -1.331  -2.384  3.404
C  -0.267  -2.694  4.249
C  0.983  -3.049  3.737
C  1.740  -0.622  -0.876
C  -2.903  1.494  -0.778
C  -4.022  2.107  -1.393
C  1.950  0.485  -1.776
C  2.120  -3.462  4.614
H  2.124  -0.604  1.198
H  3.141  -1.781  0.271
H  -3.020  -0.493  -1.691
H  -0.408  -2.674  5.330
H  -4.963  3.980  -1.938
H  -1.262  1.785  0.553
H  1.415  1.536  -4.978
H  -1.390  4.291  0.457
H  2.120  -3.296  1.932
H  -3.154  5.372  -0.939
H  -2.318  -2.178  3.802
H  1.361  3.353  -3.296
H  1.605  -0.610  -3.569
H  2.972  0.978  -4.383
H  3.471  0.004  0.157
H  3.003  -2.845  4.423
H  2.403  -4.501  4.423
H  -4.784  1.472  -1.843
H  0.300  -2.574  0.446
H  2.953  3.336  -4.093
H  0.285  0.437  -3.074
H  1.853  -3.367  5.665